Density functional theory data (the ωB97M-V functional and the def2-TZVPD basis) for C10H32CoO10 as an isolated structure in a non-equilibrium geometry.

Calculated values
E_HOMO (alpha / beta), eV: -9.3787 / -9.3781
LUMO level (alpha / beta), eV: -2.63 / -2.69
E, eV: -68988.1634
Strongest force on any atom, eV Å⁻¹: 2.3
Energy relative to the best compared isomer or geometry (same formula, charge and spin), kcal/mol: 0.0

Structure (ORCA input):
```
! wB97M-V def2-TZVPD RIJCOSX def2/J DEFGRID3
* xyz 0 4
Co 0.4001 -0.0293 3.5396
C 0.7357 0.1433 1.1206
O 0.8687 0.2753 -0.0873
O 1.3689 0.8393 2.0448
O -0.0870 -0.6996 1.7125
C -4.7529 -0.5527 0.1160
C -3.3803 -0.2528 0.6833
O -2.7314 -1.4752 0.9857
H -4.6595 -1.2711 -0.6989
H -5.1730 0.3595 -0.3153
H -5.4502 -0.9522 0.8505
H -3.4658 0.3753 1.5813
H -2.8070 0.2895 -0.0796
H -1.8101 -1.2798 1.2142
C 0.0827 -5.3567 -0.6023
C 0.1086 -3.8516 -0.4605
O 0.1650 -3.4989 0.9173
H 0.8999 -5.7851 -0.0165
H 0.1721 -5.6129 -1.6551
H -0.8266 -5.7762 -0.1674
H -0.7640 -3.4182 -0.9643
H 0.9848 -3.4336 -0.9715
H 0.0563 -2.5425 0.9676
C 3.9465 2.8704 0.4448
O 3.2030 2.9488 1.6414
H 3.3224 3.0271 -0.4426
H 4.7136 3.6447 0.4650
H 4.4649 1.9124 0.3196
H 2.5406 2.2433 1.6385
C -1.2864 -0.4441 -2.8149
O 0.0676 -0.7790 -2.6654
H -1.4671 0.6380 -2.8326
H -1.6595 -0.8172 -3.7714
H -1.9171 -0.9059 -2.0432
H 0.3507 -0.4531 -1.8009
C 0.0702 3.6484 -0.9036
O 0.6192 2.6236 -1.7123
H -0.8634 3.3224 -0.4305
H 0.7967 4.0014 -0.1645
H -0.1723 4.4821 -1.5634
H 0.6485 1.8144 -1.1827
C -1.4269 2.2548 2.8402
O -1.2522 1.2287 3.8533
H -1.0322 1.8906 1.8965
H -2.4901 2.4274 2.6806
H -0.9101 3.1658 3.1305
H -1.8884 1.3851 4.5570
C 3.8197 -0.4063 -2.0868
O 3.3875 -0.9757 -0.8729
H 4.3564 0.5434 -1.9605
H 4.5255 -1.0643 -2.5962
H 2.9759 -0.2479 -2.7665
H 2.6220 -0.4730 -0.5712
*
```